(1)
Density functional theory data (the ωB97M-V functional and the def2-TZVPD basis) for an isolated molecule of C5H6F2S at a distorted geometry.

Relative energy (zero: lowest compared OMol25 entry of this formula, charge and spin): 75.4 kcal/mol
Charge: 0
Structure (SMILES): C=C(SC)/C(F)=C/F

Each line ends with the Löwdin charge.
Geometry (Å):
C -1.66 -1.24 0.55  -0.490
C 0.00 0.90 -0.26  -0.472
C -0.17 2.14 -0.14  -0.014
C 1.42 0.31 -0.40  -0.272
C 1.69 -1.02 -0.51  -0.084
H -2.77 -1.67 0.62  0.071
H -0.79 -2.06 0.91  0.090
H -1.78 -0.45 1.32  0.015
H -1.22 2.65 -0.29  0.119
H 0.55 2.83 0.17  0.055
H 0.94 -1.96 -0.56  0.150
F 2.15 1.39 -0.11  0.060
F 2.95 -1.49 -0.31  -0.005
S -1.33 -0.32 -0.97  0.776



(2)
Density functional theory data (the ωB97M-V functional and the def2-TZVPD basis) for an isolated molecule of C5H6FN at a distorted geometry.

Relative energy (zero: lowest compared OMol25 entry of this formula, charge and spin): 19.3 kcal/mol
Charge: 0
Structure (SMILES): Cc1c[nH]c(F)c1

Each line ends with the Löwdin charge.
Geometry (Å):
C 2.62 -0.34 0.11  -0.062
C 1.07 -0.12 -0.11  -0.263
C 0.59 1.17 -0.08  -0.112
C -1.10 -0.27 -0.05  -0.365
C -0.04 -1.08 -0.13  0.028
H 2.89 -1.08 -0.69  0.074
H 3.19 0.60 0.17  0.065
H 2.79 -0.94 1.07  0.083
H 1.19 2.07 0.00  0.115
H -1.44 1.80 0.45  0.213
H -0.10 -2.12 -0.01  0.095
N -0.79 1.07 -0.07  0.058
F -2.43 -0.44 0.11  0.069



(3)
Density functional theory data (the ωB97M-V functional and the def2-TZVPD basis) for an isolated molecule of C5H6FN3O2 at a distorted geometry.

Relative energy (zero: lowest compared OMol25 entry of this formula, charge and spin): 88.3 kcal/mol
Charge: 0
Structure (SMILES): N\C(=C/N=C\C=C\F)[N+](=O)[O-]

Each line ends with the Löwdin charge.
Geometry (Å):
C 1.85 0.96 -0.65  -0.023
C 0.68 1.64 -0.08  -0.131
C 2.15 -0.34 -0.60  -0.103
C -0.42 -0.19 1.14  -0.074
C -1.36 -1.12 0.87  -0.278
N -0.26 1.06 0.55  0.081
N -2.28 -1.13 -0.19  0.124
N -1.50 -2.17 1.85  -0.358
O -2.31 -3.10 1.59  0.044
O -0.76 -2.23 2.79  0.070
F 3.31 -0.91 -0.92  0.054
H 2.43 1.76 -1.00  0.085
H 0.61 2.65 -0.20  0.090
H 0.18 -0.17 2.03  0.137
H 1.49 -1.08 -0.23  0.106
H -2.17 -2.04 -0.60  0.082
H -1.86 -0.45 -0.83  0.093



(4)
Density functional theory data (the ωB97M-V functional and the def2-TZVPD basis) for an isolated molecule of C5H6FNO.

Relative energy (zero: lowest compared OMol25 entry of this formula, charge and spin): 90.5 kcal/mol
Charge: 0
Structure (SMILES): F[C@@H]1[C@@H]2C=NOC[C@H]12

Each line ends with the Löwdin charge.
Geometry (Å):
C 1.36 0.10 0.44  -0.241
C 0.51 -0.66 -0.50  -0.155
C -0.79 -1.27 -0.02  -0.150
C -0.79 1.42 0.06  -0.111
C 0.46 0.86 -0.51  -0.140
H 2.44 0.12 0.23  0.155
H 0.96 -1.18 -1.33  0.138
H -1.45 -1.41 -0.88  0.121
H -0.62 -2.27 0.43  0.140
H -1.02 2.50 -0.10  0.125
H 0.96 1.42 -1.31  0.143
N -1.68 0.81 0.74  0.060
O -1.45 -0.53 0.99  -0.134
F 1.11 0.10 1.77  0.049



(5)
Density functional theory data (the ωB97M-V functional and the def2-TZVPD basis) for an isolated molecule of C5H6FNS at a distorted geometry.

Relative energy (zero: lowest compared OMol25 entry of this formula, charge and spin): 91.6 kcal/mol
Charge: 0
Structure (SMILES): C[C@@H]1[C@H](S)[C@@]1(F)C#N

Each line ends with the Löwdin charge.
Geometry (Å):
C -0.97 -0.65 -1.25  -0.104
C -0.82 0.07 0.08  -0.303
C 0.30 1.17 0.22  -0.473
C 0.37 -0.24 0.70  -0.641
C 0.22 -0.44 2.10  -0.075
H -1.19 0.02 -2.33  0.147
H 0.00 -1.40 -1.48  0.133
H -1.76 -1.44 -0.90  0.102
H -1.62 0.26 0.73  0.136
H 0.19 2.15 0.90  0.148
H 2.61 0.81 -0.81  0.045
N 0.09 -0.92 3.22  0.176
F 1.35 -0.94 0.16  0.053
S 1.22 1.57 -1.34  0.655



(6)
Density functional theory data (the ωB97M-V functional and the def2-TZVPD basis) for a cluster of 2 separate species, C5H6IN3O2 in total at a distorted geometry.

<S²>: 2.012
Relative energy (zero: lowest compared OMol25 entry of this formula, charge and spin): 98.8 kcal/mol
Charge: 0
Spin multiplicity: 3

Each line ends with the Löwdin charge.
Geometry (Å):
C -0.99 -0.47 -1.61  -0.201
C -1.29 -0.84 -0.19  -0.563
C 0.07 0.18 -2.03  -0.065
C -0.45 -0.02 0.82  -0.281
C 0.83 0.30 0.13  -0.149
N 1.18 0.35 -1.03  0.123
N 2.70 0.33 1.59  0.111
N -1.16 1.25 1.05  -0.364
O -1.83 1.76 0.16  0.092
O -1.02 1.73 2.15  0.106
I -0.62 -2.97 0.03  0.789
H -1.83 -0.57 -2.23  0.099
H -2.38 -1.06 -0.04  0.091
H 0.45 0.28 -3.01  0.096
H -0.12 -0.56 1.72  0.126
H 3.44 0.93 1.28  -0.020
H 3.02 -0.60 1.23  0.012



(7)
Density functional theory data (the ωB97M-V functional and the def2-TZVPD basis) for a structure of composition C5H6INO at a distorted geometry.

Relative energy (zero: lowest compared OMol25 entry of this formula, charge and spin): 57.0 kcal/mol
Charge: 0

Each line ends with the Löwdin charge.
Geometry (Å):
C 0.52 -0.04 -1.64  -0.741
C 0.06 -0.22 -0.27  -0.213
C -0.33 1.13 -1.69  -0.493
C -0.22 -0.45 2.12  -0.078
C 0.44 -1.08 0.89  -0.160
N -0.61 1.98 -2.52  0.214
O -0.77 0.90 -0.34  0.022
I 1.73 -0.85 -3.01  0.901
H -1.35 -0.62 1.99  0.117
H -0.05 0.57 2.14  0.048
H 0.26 -0.94 2.95  0.074
H 0.15 -2.14 0.74  0.137
H 1.47 -0.91 0.82  0.102
H -1.29 2.65 -2.20  0.070



(8)
Density functional theory data (the ωB97M-V functional and the def2-TZVPD basis) for a structure of composition C5H6LiO4Pm at a distorted geometry.

E: -30227.9609 eV
<S²>: 6.449
Charge: 0
Spin multiplicity: 5

Each line ends with the Löwdin charge.
Geometry (Å):
C -0.49 0.94 -1.17  -0.242
C 0.88 0.27 -1.33  -0.205
C 1.47 -0.06 0.01  -0.149
C 1.42 -1.34 0.47  -0.452
O 1.56 -1.73 1.71  -0.299
O -1.27 0.24 -0.21  -0.376
Pm -2.67 -2.08 -0.01  1.189
Li -0.03 -0.90 2.30  0.633
H -1.05 0.91 -2.12  0.115
H -0.36 1.98 -0.84  0.124
H 1.51 0.94 -1.93  0.110
H 0.73 -0.66 -1.91  0.104
H 1.73 0.76 0.68  0.112
H 1.09 -2.13 -0.25  0.094
O -1.83 -0.10 1.87  -0.251
O -1.14 2.03 1.51  0.132
C -1.55 0.94 1.22  -0.637



(9)
Density functional theory data (the ωB97M-V functional and the def2-TZVPD basis) for a structure of composition C5H6LiO4Sr at a distorted geometry.

<S²>: 0.750
Relative energy (zero: lowest compared OMol25 entry of this formula, charge and spin): 47.0 kcal/mol
Charge: +2
Spin multiplicity: 2

Each line ends with the Löwdin charge.
Geometry (Å):
O -3.10 0.53 -1.05  -0.353
C -2.48 0.09 -0.04  -0.729
O -2.97 -0.57 0.87  0.037
O -1.10 0.29 -0.11  0.034
C -0.35 -0.15 0.91  -0.152
C 1.04 0.34 0.94  0.007
Li -4.77 -0.37 -0.02  0.811
H -0.56 -1.19 1.19  0.176
H 0.09 0.80 1.88  0.256
H 1.59 -0.19 1.73  0.133
H 1.15 1.35 0.54  0.130
Sr -3.05 1.84 -3.09  1.235
C 2.27 -0.55 -0.64  -0.025
C 3.62 -0.35 -0.55  -0.109
O 4.74 -0.16 -0.43  0.319
H 1.84 -0.08 -1.53  0.112
H 2.02 -1.62 -0.59  0.121



(10)
Density functional theory data (the ωB97M-V functional and the def2-TZVPD basis) for the ion C5H6N with charge +1 at a distorted geometry.

Relative energy (zero: lowest compared OMol25 entry of this formula, charge and spin): 177.6 kcal/mol
Charge: +1

Each line ends with the Löwdin charge.
Geometry (Å):
C -1.46 -0.01 -0.35  -0.150
C -2.68 0.24 -0.07  0.350
C 0.49 -1.87 -0.09  0.201
C 0.50 -0.64 0.46  -0.126
C 0.18 1.61 -0.13  0.062
N -0.32 0.28 0.00  -0.141
H 1.28 -2.58 0.20  0.110
H -0.21 -2.20 -0.84  0.101
H 1.27 -0.54 1.22  0.166
H 1.27 1.39 -0.19  0.126
H -0.22 2.18 -1.02  0.155
H -0.09 2.14 0.80  0.147



Repeat the fourth record exactly.
Density functional theory data (the ωB97M-V functional and the def2-TZVPD basis) for an isolated molecule of C5H6FNO.

Relative energy (zero: lowest compared OMol25 entry of this formula, charge and spin): 90.5 kcal/mol
Charge: 0
Structure (SMILES): F[C@@H]1[C@@H]2C=NOC[C@H]12

Each line ends with the Löwdin charge.
Geometry (Å):
C 1.36 0.10 0.44  -0.241
C 0.51 -0.66 -0.50  -0.155
C -0.79 -1.27 -0.02  -0.150
C -0.79 1.42 0.06  -0.111
C 0.46 0.86 -0.51  -0.140
H 2.44 0.12 0.23  0.155
H 0.96 -1.18 -1.33  0.138
H -1.45 -1.41 -0.88  0.121
H -0.62 -2.27 0.43  0.140
H -1.02 2.50 -0.10  0.125
H 0.96 1.42 -1.31  0.143
N -1.68 0.81 0.74  0.060
O -1.45 -0.53 0.99  -0.134
F 1.11 0.10 1.77  0.049



Q: Which value of charge does entry 1 give?
A: 0



Copy entry 6 word for word.
Density functional theory data (the ωB97M-V functional and the def2-TZVPD basis) for a cluster of 2 separate species, C5H6IN3O2 in total at a distorted geometry.

<S²>: 2.012
Relative energy (zero: lowest compared OMol25 entry of this formula, charge and spin): 98.8 kcal/mol
Charge: 0
Spin multiplicity: 3

Each line ends with the Löwdin charge.
Geometry (Å):
C -0.99 -0.47 -1.61  -0.201
C -1.29 -0.84 -0.19  -0.563
C 0.07 0.18 -2.03  -0.065
C -0.45 -0.02 0.82  -0.281
C 0.83 0.30 0.13  -0.149
N 1.18 0.35 -1.03  0.123
N 2.70 0.33 1.59  0.111
N -1.16 1.25 1.05  -0.364
O -1.83 1.76 0.16  0.092
O -1.02 1.73 2.15  0.106
I -0.62 -2.97 0.03  0.789
H -1.83 -0.57 -2.23  0.099
H -2.38 -1.06 -0.04  0.091
H 0.45 0.28 -3.01  0.096
H -0.12 -0.56 1.72  0.126
H 3.44 0.93 1.28  -0.020
H 3.02 -0.60 1.23  0.012



Q: Which value of charge does entry 9 give?
A: +2